Computed, not measured: a structure of composition C29H34CsN3O8, with ωB97M-V with the def2-TZVPD basis set.

Geometry (Å):
Cs (-1.225, 1.782, -2.028)
O (-2.622, 2.334, -4.380)
O (0.899, 1.989, -4.281)
O (0.501, -1.169, 1.077)
O (-2.760, 4.400, -5.268)
O (1.070, 5.708, -3.161)
O (-1.031, 2.906, 0.931)
O (-1.249, -0.964, -0.318)
O (-0.678, 4.386, -2.677)
N (-0.261, 2.897, 3.055)
N (0.837, -3.803, 1.826)
N (0.238, 4.680, 1.580)
C (0.325, 5.201, 0.220)
C (-0.215, -5.433, 3.360)
C (0.970, 1.750, -6.561)
C (-0.605, 1.484, 3.152)
C (-0.016, 1.892, -5.393)
C (-2.179, -4.785, 4.610)
C (-0.411, -3.287, -1.648)
C (-1.115, -3.198, 3.161)
C (0.744, 3.343, 3.992)
C (1.559, 3.184, -4.734)
C (0.857, -6.449, 3.075)
C (-0.377, 3.470, 1.791)
C (0.394, -5.534, -1.452)
C (-0.183, -4.530, -2.216)
C (2.058, 2.768, -6.134)
C (-0.301, -1.578, 0.194)
C (0.728, -5.287, -0.129)
C (0.401, 4.191, -4.835)
C (-0.076, -3.014, -0.326)
C (0.485, -4.042, 0.450)
C (-1.321, -7.122, 4.876)
C (0.219, 4.831, -3.431)
C (-0.176, -4.159, 2.777)
C (-1.238, -5.746, 4.265)
C (-0.690, 3.274, -5.470)
C (0.875, 4.850, 3.930)
C (1.193, 5.247, 2.505)
C (-2.161, 3.357, -4.960)
C (-2.106, -3.508, 4.074)
H (0.442, 3.019, 4.992)
H (1.166, 6.334, 2.389)
H (1.751, -5.946, 2.711)
H (-0.706, 1.067, -5.234)
H (-0.473, -7.322, 5.537)
H (-1.346, 1.241, 2.398)
H (0.512, 1.982, -7.523)
H (-1.060, -2.215, 2.710)
H (-0.778, 3.558, -6.523)
H (1.108, -7.013, 3.976)
H (0.114, 6.272, 0.220)
H (2.336, 3.475, -4.030)
H (-2.970, -5.039, 5.308)
H (-0.067, 5.308, 4.241)
H (1.207, -6.054, 0.458)
H (3.043, 2.301, -6.076)
H (2.125, 3.627, -6.803)
H (0.597, -6.506, -1.888)
H (0.669, 5.008, -5.504)
H (1.718, 2.871, 3.784)
H (-2.234, -7.224, 5.464)
H (-1.321, -7.901, 4.110)
H (-0.444, -4.712, -3.252)
H (1.373, 0.736, -6.600)
H (-0.867, -2.490, -2.220)
H (0.263, 0.841, 2.974)
H (-0.369, 4.711, -0.452)
H (-2.836, -2.756, 4.348)
H (2.215, 4.928, 2.247)
H (1.664, 5.194, 4.602)
H (0.543, -7.171, 2.317)
H (-1.006, 1.282, 4.149)
H (0.951, -2.779, 1.860)
H (1.329, 5.055, -0.190)

## Properties
Total charge ... -2
Energy relative to the best compared isomer or geometry (same formula, charge and spin) ... 70.5 kJ/mol
Spin multiplicity ... 1
Gap between HOMO and LUMO ... 6.34 eV

Computed, not measured: a cluster of 2 separate species, C29H34N2O4S2 in total at a distorted geometry, with ωB97M-V with the def2-TZVPD basis set.

Geometry (Å):
S (-2.174, -0.276, -1.065)
S (-1.059, 0.923, 1.388)
O (-2.098, 1.213, 2.370)
O (-0.494, -0.419, 1.350)
O (-3.256, 0.088, -1.961)
O (-0.970, -0.918, -1.543)
N (-3.721, 3.689, -0.829)
N (-6.548, 4.682, -0.922)
C (0.150, 3.148, 2.478)
C (-1.659, 2.434, -0.955)
C (-2.872, -1.425, 0.159)
C (-0.325, 1.962, -5.040)
C (0.262, 1.267, -3.975)
C (-8.010, 5.136, -2.780)
C (-2.186, -2.576, 0.550)
C (-1.760, 3.125, -3.443)
C (-1.688, 1.259, -0.230)
C (-7.390, 5.802, -0.491)
C (-4.662, -1.939, 1.685)
C (-7.138, 4.060, -2.119)
C (-3.398, 4.982, -0.190)
C (-3.958, -3.063, 2.129)
C (2.748, 2.187, 2.048)
C (1.643, 1.423, 1.654)
C (1.251, 3.933, 2.820)
C (-6.170, 3.768, 0.106)
C (-3.328, 4.579, 1.292)
C (-0.165, 1.492, -2.679)
C (-4.145, -1.152, 0.653)
C (-4.186, 3.302, 1.444)
C (-1.246, 2.361, -2.375)
C (0.351, 1.930, 1.814)
C (-8.216, 6.229, -1.712)
C (-4.779, 3.095, 0.032)
C (-1.323, 2.909, -4.762)
C (-2.731, -3.393, 1.543)
C (2.547, 3.462, 2.601)
H (0.367, 1.013, -1.859)
H (1.073, 4.915, 3.271)
H (-7.758, 3.186, -1.845)
H (3.409, 4.080, 2.869)
H (-1.758, 3.479, -5.589)
H (-7.486, 5.543, -3.650)
H (-6.775, 6.624, -0.114)
H (1.777, 0.421, 1.242)
H (-8.965, 4.709, -3.105)
H (-2.267, 4.364, 1.521)
H (-8.055, 5.502, 0.327)
H (-7.866, 7.201, -2.070)
H (-2.521, 3.885, -3.239)
H (-4.714, -0.317, 0.243)
H (-3.555, 2.450, 1.718)
H (-3.656, 5.379, 1.973)
H (-6.916, 2.941, 0.150)
H (-9.272, 6.327, -1.436)
H (-0.865, 3.446, 2.740)
H (-4.937, 2.060, -0.292)
H (-1.498, 3.375, -0.436)
H (-6.282, 4.315, 1.053)
H (-1.232, -2.827, 0.085)
H (-4.366, -3.682, 2.931)
H (1.058, 0.544, -4.144)
H (-4.037, 3.807, -1.789)
H (-4.965, 3.405, 2.214)
H (-2.176, -4.272, 1.872)
H (-6.349, 3.673, -2.776)
H (-2.454, 5.390, -0.568)
H (-4.201, 5.720, -0.366)
H (-5.611, -1.663, 2.140)
H (3.751, 1.789, 1.918)
H (-0.016, 1.749, -6.055)

## Properties
Energy relative to the best compared isomer or geometry (same formula, charge and spin) ... 74.2 kJ/mol
Spin multiplicity ... 1
Gap between HOMO and LUMO ... 8.28 eV
SMILES ... O=S(=O)(C(=Cc1ccccc1)S(=O)(=O)c1ccccc1)c1ccccc1.C1CN[C@H](CN2CCCC2)C1

Computed, not measured: a structure of composition C29H34N2OPPtSi at a distorted geometry, with ωB97M-V with the def2-TZVPD basis set.

Geometry (Å):
Pt (-0.226, -0.353, 0.198)
P (-0.157, -0.276, 2.357)
Si (-2.254, -0.976, -1.853)
O (2.313, -0.634, -1.244)
N (1.939, -0.249, 0.071)
N (0.046, 2.889, -0.100)
C (-0.619, 5.078, 0.708)
C (-3.093, 2.249, 3.595)
C (-2.176, -0.025, -0.196)
C (-1.036, 3.494, 3.660)
C (0.721, 7.021, 0.213)
C (-4.015, -1.383, -2.293)
C (2.839, -0.568, 0.911)
C (-0.895, -1.766, 3.093)
C (-2.038, -2.312, 2.505)
C (1.582, 0.124, 4.419)
C (1.598, 6.216, -0.500)
C (-0.318, -2.424, 4.180)
C (3.936, -0.239, 3.028)
C (3.980, 0.031, 4.386)
C (-0.899, -3.575, 4.691)
C (2.719, -0.312, 2.351)
C (1.517, -0.139, 3.051)
C (-1.307, -2.587, -1.661)
C (-0.339, 2.372, 3.236)
C (-1.428, 0.060, -3.171)
C (-1.019, 1.178, 3.005)
C (-2.402, 1.124, 3.176)
C (0.261, 4.272, -0.010)
C (1.375, 4.853, -0.611)
C (2.798, 0.212, 5.081)
C (-2.054, -4.088, 4.122)
C (-2.620, -3.455, 3.025)
C (-0.385, 6.440, 0.818)
C (-2.410, 3.432, 3.843)
H (-0.889, 2.582, 0.113)
H (-2.937, -0.402, 0.487)
H (-2.461, -1.852, 1.626)
H (0.729, 2.440, 3.077)
H (-1.793, -3.231, -0.925)
H (2.815, 0.421, 6.143)
H (2.463, 6.653, -0.983)
H (-4.071, -1.893, -3.257)
H (0.666, 0.285, 4.975)
H (-2.950, 4.309, 4.176)
H (0.591, -2.060, 4.633)
H (-0.357, 0.193, -2.978)
H (-0.261, -2.479, -1.349)
H (-1.083, 7.056, 1.372)
H (-1.288, -3.116, -2.618)
H (2.412, 0.200, -1.725)
H (-4.629, -0.482, -2.354)
H (-0.502, 4.417, 3.840)
H (-2.502, -4.988, 4.521)
H (0.427, 2.459, -0.927)
H (4.933, 0.098, 4.894)
H (-1.880, 1.052, -3.244)
H (-4.456, -2.038, -1.539)
H (-0.440, -4.075, 5.534)
H (-1.490, 4.634, 1.175)
H (2.067, 4.234, -1.172)
H (-4.165, 2.201, 3.734)
H (-3.510, -3.861, 2.563)
H (0.896, 8.084, 0.295)
H (3.762, -1.004, 0.538)
H (-2.356, 1.047, -0.327)
H (4.857, -0.376, 2.476)
H (-1.514, -0.419, -4.148)
H (-2.941, 0.202, 2.999)

## Properties
Total charge ... +1
Energy relative to the best compared isomer or geometry (same formula, charge and spin) ... 81.2 kJ/mol
Spin multiplicity ... 1
Gap between HOMO and LUMO ... 6.42 eV

Computed, not measured: a structure of composition C29H34N4O3RhS2 at a distorted geometry, with ωB97M-V with the def2-TZVPD basis set.

Geometry (Å):
Rh (0.406, 0.430, 0.384)
S (1.265, -3.606, -2.034)
S (3.244, 1.667, 0.912)
O (4.191, 2.557, 0.199)
O (-0.570, -0.474, 4.037)
O (-1.012, -0.198, 1.874)
N (0.219, -1.320, -1.321)
N (-0.021, 2.672, 1.761)
N (1.274, 2.781, -3.351)
N (2.049, 1.276, 0.020)
C (-0.583, 2.735, -1.663)
C (-0.179, -3.190, -4.393)
C (-1.018, -2.372, -5.129)
C (0.812, 3.202, -2.036)
C (1.595, -1.088, 1.154)
C (1.744, -2.221, 0.330)
C (3.192, -3.215, 1.987)
C (1.486, 1.352, -3.458)
C (-1.174, -0.807, -3.307)
C (0.500, 3.278, -4.461)
C (-3.208, 1.872, -1.265)
C (-2.472, -0.353, -5.448)
C (-2.968, 3.025, -1.991)
C (3.027, -2.100, 2.796)
C (-3.599, -1.237, -6.003)
C (0.185, -2.789, -3.127)
C (-1.669, 0.261, -6.604)
C (1.056, -2.265, -0.901)
C (2.223, -1.037, 2.374)
C (-2.144, 1.173, -0.713)
C (-0.828, 1.601, -0.887)
C (-3.130, 0.784, -4.663)
C (-1.526, 1.610, 3.365)
C (-0.281, -1.582, -2.552)
C (-1.666, 3.451, -2.178)
C (-0.397, 2.623, 3.168)
C (2.566, -3.278, 0.766)
C (-1.536, -1.190, -4.588)
C (-0.977, 0.179, 3.086)
H (-3.860, 1.287, -5.295)
H (-4.171, -1.667, -5.182)
H (-0.868, 0.884, -6.208)
H (-0.503, 2.827, -4.544)
H (3.818, -4.036, 2.318)
H (2.000, 0.992, -2.569)
H (2.089, -0.195, 3.041)
H (-1.268, -2.672, -6.136)
H (-2.314, 0.881, -7.226)
H (0.544, 0.797, -3.568)
H (0.385, 4.358, -4.378)
H (2.683, -4.135, 0.119)
H (-2.347, 1.826, 2.674)
H (-3.220, -2.049, -6.618)
H (0.476, 2.315, 3.752)
H (0.188, -4.124, -4.793)
H (-4.220, 1.518, -1.121)
H (-3.787, 3.581, -2.425)
H (0.857, 4.298, -2.002)
H (3.520, -2.051, 3.756)
H (-2.360, 0.286, -0.126)
H (0.763, 3.299, 1.602)
H (2.114, 1.158, -4.331)
H (1.527, 2.792, -1.317)
H (-2.398, 1.522, -4.345)
H (-0.724, 3.616, 3.530)
H (-0.805, 3.008, 1.208)
H (-1.224, -0.507, -7.232)
H (-3.646, 0.403, -3.785)
H (-4.273, -0.643, -6.619)
H (1.042, 3.062, -5.382)
H (-1.482, 4.367, -2.727)
H (-1.555, 0.095, -2.860)
H (-1.890, 1.645, 4.393)

## Properties
Total charge ... -1
Energy relative to the best compared isomer or geometry (same formula, charge and spin) ... 89.5 kJ/mol
Spin multiplicity ... 5
Gap between HOMO and LUMO (spin up / spin down) ... 4.02 / 5.23 eV

Computed, not measured: a structure of composition C29H35BrF5InN3O6P, with ωB97M-V with the def2-TZVPD basis set.

Geometry (Å):
In (-0.812, 0.173, 0.891)
Br (-2.422, -3.264, -6.200)
P (0.154, -2.301, 2.545)
F (-0.731, 5.946, -1.054)
F (-0.778, 3.303, -1.612)
F (-0.875, 6.801, 1.519)
F (-1.069, 4.996, 3.546)
F (-1.221, 2.343, 2.984)
O (-0.365, 0.399, -1.895)
O (1.987, 1.551, 2.099)
O (-1.981, -1.546, -1.249)
O (0.900, -3.644, 3.187)
O (-1.363, -2.844, 2.294)
O (-0.134, -1.588, 3.975)
N (0.567, 1.420, -5.858)
N (-3.413, 0.137, 2.278)
N (0.947, 1.750, -3.698)
C (2.817, 4.704, -4.918)
C (-0.460, -0.178, -4.233)
C (2.803, 0.244, 0.292)
C (0.545, -0.669, 6.074)
C (-0.809, -0.383, -2.890)
C (1.728, -5.862, 2.819)
C (-0.919, 5.494, 1.247)
C (-1.030, 4.573, 2.274)
C (1.648, -4.448, 2.279)
C (1.335, 2.564, -5.781)
C (-2.164, -3.470, 3.306)
C (2.835, 2.650, 1.675)
C (2.589, 4.498, -6.285)
C (1.841, 3.430, -6.742)
C (-1.758, -2.088, -4.862)
C (1.564, 2.759, -4.409)
C (-0.848, 5.051, -0.062)
C (-2.141, -2.296, -3.542)
C (-0.938, -1.050, -5.221)
C (-1.091, 3.232, 1.944)
C (0.893, -0.815, 4.607)
C (1.922, 0.405, 1.493)
C (-2.398, -4.927, 2.954)
C (-0.890, 3.690, -0.312)
C (-1.028, 2.726, 0.664)
C (-2.905, -2.544, -0.845)
C (-1.672, -1.448, -2.558)
C (2.308, 3.847, -3.963)
C (0.357, 0.978, -4.582)
H (1.857, -1.320, 4.494)
H (3.006, 5.197, -6.998)
H (2.322, -6.485, 2.150)
H (2.519, 0.962, -0.489)
H (-3.885, -2.375, -1.300)
H (-2.804, -3.115, -3.307)
H (0.949, 0.163, 4.125)
H (0.183, 1.131, -2.301)
H (-3.112, -5.375, 3.646)
H (-3.481, 1.148, 2.220)
H (2.654, -4.031, 2.166)
H (3.853, 0.429, 0.547)
H (-2.972, -2.451, 0.235)
H (0.194, 1.013, -6.695)
H (3.876, 2.412, 1.891)
H (-3.113, -2.928, 3.331)
H (1.652, 3.281, -7.797)
H (-4.354, -0.237, 2.301)
H (-0.422, -0.179, 6.184)
H (0.729, -6.290, 2.906)
H (-2.790, -5.005, 1.939)
H (-2.545, -3.543, -1.102)
H (-1.461, -5.480, 3.008)
H (2.710, 2.848, 0.613)
H (0.499, -1.648, 6.552)
H (-2.968, -0.074, 3.165)
H (3.402, 5.560, -4.607)
H (-0.668, -0.919, -6.260)
H (1.175, -4.446, 1.290)
H (2.458, 4.009, -2.905)
H (2.689, -0.763, -0.099)
H (1.303, -0.066, 6.574)
H (2.188, -5.856, 3.807)
H (2.522, 3.509, 2.260)
H (-1.688, -3.375, 4.281)

## Properties
Energy relative to the best compared isomer or geometry (same formula, charge and spin) ... 153.2 kJ/mol
Spin multiplicity ... 1
Gap between HOMO and LUMO ... 6.75 eV

Computed, not measured: a structure of composition C29H35Cl3N4O2P2Pd at a distorted geometry, with ωB97M-V with the def2-TZVPD basis set.

Geometry (Å):
Pd (-5.185, -1.212, -1.440)
Cl (2.746, 1.944, -2.515)
Cl (3.483, -0.220, -0.755)
Cl (3.250, 2.440, 0.253)
P (-4.675, -4.198, -3.513)
P (-6.500, -3.065, -0.687)
O (0.823, 0.780, 0.671)
O (0.100, 0.854, -1.499)
N (-6.727, -3.929, 0.988)
N (-4.837, -4.722, -5.266)
N (-8.258, -2.754, -0.738)
N (-4.103, -5.887, -3.121)
C (-5.423, -4.296, -7.418)
C (-6.619, -4.110, 3.230)
C (-4.808, -7.094, -2.959)
C (-4.959, -5.961, -5.915)
C (-3.599, 0.438, -0.817)
C (-2.573, -2.567, -0.236)
C (-3.975, -8.038, -2.352)
C (-10.536, -2.804, -0.856)
C (-1.493, -3.314, -1.045)
C (0.897, 0.941, -0.552)
C (2.569, 1.282, -0.894)
C (-1.260, -2.750, 2.028)
C (-2.688, -7.418, -2.177)
C (-9.389, -3.585, -0.640)
C (-5.329, -5.726, -7.248)
C (-6.223, -3.349, 2.135)
C (0.925, -2.975, 1.004)
C (-7.443, -5.068, 1.360)
C (-0.206, -3.745, 1.687)
C (-6.607, -4.724, -1.507)
C (-6.472, -4.580, -3.035)
C (-8.685, -1.454, -0.965)
C (-5.105, -3.705, -6.191)
C (-10.087, -1.451, -1.066)
C (0.649, -2.180, -0.253)
C (-2.286, -2.384, 1.245)
C (-2.787, -6.111, -2.669)
C (-0.305, -2.364, -1.155)
C (-7.392, -5.195, 2.743)
H (1.467, -2.289, 1.677)
H (-2.882, -1.609, -0.765)
H (-4.284, -9.046, -2.074)
H (-3.969, 1.012, 0.055)
H (-3.521, -3.127, -0.307)
H (-6.794, -5.516, -3.550)
H (-9.329, -4.637, -0.437)
H (1.646, -3.776, 0.817)
H (-11.535, -3.183, -0.867)
H (-1.258, -2.312, 3.043)
H (-5.706, -3.778, -8.285)
H (-4.744, -6.891, -5.423)
H (-2.502, 0.223, -0.688)
H (-7.971, -0.661, -1.042)
H (-10.691, -0.600, -1.272)
H (-5.032, -2.682, -5.899)
H (-1.815, -7.892, -1.735)
H (-7.580, -5.221, -1.354)
H (1.493, -1.469, -0.427)
H (-6.394, -3.892, 4.271)
H (-5.537, -6.465, -7.964)
H (-7.105, -3.741, -3.402)
H (-5.833, -7.211, -3.313)
H (-0.190, -1.899, -2.152)
H (-7.905, -5.985, 3.292)
H (-2.011, -5.356, -2.786)
H (-1.929, -3.452, -2.044)
H (-3.057, -1.764, 1.737)
H (-5.628, -2.437, 2.066)
H (-5.843, -5.403, -1.086)
H (-7.938, -5.701, 0.622)
H (-0.512, -4.526, 0.958)
H (0.203, -4.148, 2.635)
H (-1.373, -4.333, -0.623)
H (-3.596, 1.153, -1.659)

## Properties
Total charge ... +2
Spin multiplicity ... 5
Gap between HOMO and LUMO (spin up / spin down) ... 7.36 / 3.65 eV

| no. | E (eV) |
| --- | --- |
| 1 | -52028.2634 |
| 2 | -63461.6456 |
| 3 | -56059.7713 |
| 4 | -67403.9772 |
| 5 | -145486.3576 |
| 6 | -100294.6675 |